{
  "formula": "C50H62N5O",
  "method": "wB97M-V/def2-TZVPD",
  "symbols": ["C", "C", "C", "C", "C", "C", "C", "C", "C", "C", "C", "C", "N", "N", "N", "C", "C", "C", "C", "C", "C", "C", "C", "C", "C", "C", "C", "C", "C", "C", "C", "H", "H", "H", "H", "H", "H", "H", "H", "H", "H", "H", "H", "H", "H", "H", "H", "H", "H", "H", "H", "H", "H", "H", "H", "H", "H", "H", "H", "H", "H", "H", "H", "H", "H", "H", "H", "H", "H", "H", "C", "C", "C", "C", "C", "C", "N", "C", "C", "C", "C", "C", "C", "C", "C", "C", "C", "O", "N", "C", "C", "C", "C", "C", "C", "H", "H", "H", "H", "H", "H", "H", "H", "H", "H", "H", "H", "H", "H", "H", "H", "H", "H", "H", "H", "H", "H", "H"],
  "xyz": [[-4.224086, 0.170940, 3.545119], [-4.416298, -0.096083, 2.048752], [-5.817769, 0.350408, 1.604219], [-4.171327, -1.568757, 1.714125], [-5.072394, -2.521189, 2.168770], [-5.010817, -3.836306, 1.725017], [-4.079396, -4.207316, 0.764075], [-3.159979, -3.288511, 0.281145], [-2.222596, -3.606452, -0.872030], [-2.847346, -4.582777, -1.867096], [-0.890547, -4.116496, -0.331159], [-3.118480, -2.021148, 0.883916], [-2.239603, -1.034374, 0.252988], [-2.800235, -0.431030, -0.831486], [-1.965563, 0.571550, -1.137753], [-2.176126, 1.393839, -2.326593], [-2.742754, 2.665415, -2.170314], [-3.361732, 3.070843, -0.830414], [-4.870983, 3.271873, -0.977118], [-2.685256, 4.299608, -0.231940], [-2.747319, 3.525916, -3.267917], [-2.228752, 3.100754, -4.485859], [-1.739678, 1.808133, -4.633938], [-1.724338, 0.919155, -3.565524], [-1.195887, -0.511178, -3.738318], [0.314118, -0.523161, -3.968766], [-1.925080, -1.242225, -4.870095], [-0.854844, 0.567416, -0.311027], [0.097628, 1.670381, -0.454893], [-0.940800, -0.512924, 0.539792], [0.034305, -1.117526, 1.428528], [-3.209619, -0.108958, 3.857069], [-4.373502, 1.234730, 3.766632], [-4.939750, -0.409250, 4.146399], [-3.676605, 0.495745, 1.490299], [-5.963712, 0.149269, 0.535391], [-6.591757, -0.196099, 2.162647], [-5.978511, 1.424876, 1.769933], [-5.815777, -2.231800, 2.902214], [-5.671643, -4.583065, 2.154564], [-4.039027, -5.230218, 0.415648], [-2.028913, -2.670975, -1.423208], [-3.842925, -4.232500, -2.169149], [-2.230311, -4.674095, -2.770407], [-2.944443, -5.576923, -1.410997], [-0.446901, -3.390796, 0.365246], [-1.050614, -5.057685, 0.217517], [-0.184666, -4.296809, -1.153119], [-3.197559, 2.225760, -0.148759], [-5.334592, 2.368103, -1.390888], [-5.336505, 3.483781, -0.006507], [-5.071851, 4.111764, -1.657929], [-1.614194, 4.125404, -0.077738], [-2.803597, 5.163383, -0.900668], [-3.137077, 4.538413, 0.738796], [-3.145830, 4.533682, -3.157623], [-2.198569, 3.779738, -5.330382], [-1.348804, 1.469691, -5.588767], [-1.413799, -1.042476, -2.800095], [0.848249, -0.045529, -3.136793], [0.683415, -1.552198, -4.065454], [0.566960, 0.021117, -4.890704], [-3.001429, -1.289984, -4.663994], [-1.772850, -0.720591, -5.824143], [-1.551700, -2.268121, -4.975799], [0.879124, 1.576848, 0.311502], [0.575823, 1.698390, -1.449920], [-0.425721, 2.628910, -0.308763], [0.823573, -1.640925, 0.884524], [-0.435898, -1.673871, 2.246577], [6.014454, 5.718378, -1.132441], [5.615184, 4.283910, -0.968250], [6.182087, 3.513033, 0.056496], [5.876638, 2.152291, 0.205034], [6.516930, 1.328750, 1.278573], [4.968479, 1.577616, -0.688874], [4.731239, 0.167324, -0.646971], [4.046611, -0.524813, 0.322937], [3.131885, 0.087032, 1.259895], [2.732819, -0.780439, 2.345540], [1.424118, -0.686143, 2.890112], [1.244014, -1.411983, 4.215795], [0.343549, -0.973743, 5.188511], [0.288474, -1.550676, 6.461806], [1.181007, -2.576338, 6.805071], [2.130005, -3.011538, 5.867789], [2.127865, -2.472254, 4.569161], [2.802674, 1.288263, 1.064975], [4.046350, -1.818076, -0.048860], [3.429275, -2.936185, 0.629850], [4.798661, -1.962740, -1.204600], [5.198318, -0.741272, -1.597425], [4.364711, 2.329249, -1.706861], [3.360697, 1.692253, -2.622879], [4.694995, 3.684549, -1.832926], [5.490044, 6.152797, -1.984184], [5.770949, 6.305106, -0.239813], [7.093367, 5.816842, -1.303076], [6.899233, 3.952607, 0.759541], [6.993688, 0.425272, 0.884512], [7.287754, 1.940956, 1.745963], [5.807487, 1.033323, 2.059707], [3.602299, -1.220224, 2.859339], [0.955919, 0.299996, 2.797514], [-0.373855, -0.159275, 4.944228], [-0.466694, -1.235809, 7.187790], [1.135055, -3.049581, 7.794936], [2.842469, -3.799501, 6.127420], [2.826611, -2.893208, 3.828460], [3.527413, -3.795469, -0.051671], [3.936794, -3.170451, 1.587149], [2.347205, -2.795511, 0.823257], [4.983168, -2.933809, -1.614310], [5.775280, -0.440910, -2.455333], [2.936308, 2.461125, -3.281589], [3.809408, 0.909469, -3.253777], [2.530581, 1.239620, -2.056010], [4.223920, 4.274671, -2.618873]],
  "forces_ev_per_a": [[0.18, -0.02, 0.10], [0.29, -0.03, 0.11], [-0.08, -0.19, -0.22], [0.56, 0.31, -0.25], [0.10, -0.35, 0.08], [0.27, 0.01, 0.30], [0.00, -0.03, 0.24], [0.53, 0.35, 0.12], [0.06, 0.11, -0.12], [-0.12, -0.07, 0.04], [0.22, -0.16, 0.14], [-0.87, 0.24, -0.76], [0.10, 1.37, -1.59], [1.21, 0.87, 1.54], [-0.41, -2.13, 0.90], [-0.03, 0.16, -0.07], [-0.05, -0.10, 0.55], [0.27, -0.30, -0.11], [-0.05, -0.03, -0.17], [0.02, 0.15, -0.01], [0.05, -0.23, 0.02], [0.07, 0.00, 0.07], [-0.08, -0.04, 0.06], [0.30, -0.42, 0.35], [-0.19, 0.19, 0.25], [0.21, 0.11, 0.00], [-0.16, 0.08, 0.03], [-0.81, 0.35, -1.39], [0.90, 0.50, 0.27], [-1.53, 0.09, -0.06], [0.40, -1.31, 1.28], [-0.20, 0.05, 0.03], [0.01, -0.21, -0.02], [0.19, 0.17, -0.17], [-0.15, -0.04, 0.19], [-0.03, 0.03, 0.19], [0.18, 0.18, -0.17], [0.17, -0.27, 0.05], [-0.09, -0.01, -0.16], [-0.03, 0.12, -0.17], [-0.18, 0.04, -0.12], [-0.10, -0.33, 0.22], [0.19, -0.16, 0.03], [-0.07, 0.00, 0.26], [-0.01, 0.15, -0.26], [-0.11, -0.26, -0.20], [0.13, 0.21, -0.17], [-0.11, -0.03, 0.17], [-0.13, 0.24, 0.00], [0.01, 0.21, 0.05], [0.13, 0.01, -0.20], [-0.06, -0.21, 0.20], [-0.24, 0.20, -0.02], [0.05, -0.12, 0.25], [0.10, 0.03, -0.21], [0.04, -0.25, -0.07], [-0.06, -0.03, 0.06], [-0.11, 0.14, 0.04], [0.15, 0.02, -0.31], [-0.08, -0.08, -0.17], [-0.08, 0.20, 0.00], [-0.02, -0.15, 0.22], [0.19, 0.02, -0.13], [-0.08, -0.20, 0.16], [-0.03, 0.21, 0.03], [-0.10, 0.15, -0.30], [-0.26, -0.04, 0.39], [0.26, -0.38, -0.11], [-0.60, -0.07, -0.01], [-0.14, -0.60, -0.83], [-0.01, 0.24, -0.04], [0.09, -0.46, 0.29], [-0.20, -0.47, -0.09], [-0.23, 0.19, -0.37], [0.25, 0.17, 0.26], [0.35, 1.14, -0.48], [-0.37, -1.41, 0.36], [0.89, 0.36, -2.48], [-0.66, 1.02, 3.03], [0.78, 1.11, -1.34], [-0.20, 2.05, 0.72], [0.48, -0.46, -0.34], [-0.76, 0.44, -0.07], [0.23, -0.48, -0.07], [0.08, 0.15, -0.16], [-0.49, 0.23, -0.50], [-0.27, 0.06, 0.25], [-0.41, -1.43, -0.57], [0.69, 0.44, -0.02], [-0.31, -1.33, 0.31], [-0.40, -0.19, 0.41], [-0.08, 0.72, 0.62], [0.16, -0.01, 0.31], [-0.28, 0.06, -0.29], [0.15, -0.41, 0.36], [0.09, 0.10, 0.06], [0.02, -0.09, -0.13], [-0.20, -0.05, 0.02], [-0.28, -0.06, -0.34], [-0.08, 0.08, 0.01], [0.05, -0.19, 0.13], [0.02, 0.05, -0.14], [-0.89, -0.62, -0.51], [0.49, -0.22, 0.93], [0.65, -0.59, 0.14], [0.32, 0.02, -0.32], [0.04, 0.32, -0.46], [-0.30, 0.26, -0.11], [-0.43, 0.37, 0.45], [0.07, 0.22, 0.28], [-0.36, 0.17, -0.69], [0.84, 0.19, -0.09], [0.01, -0.13, -0.18], [0.04, 0.09, 0.13], [0.07, -0.28, 0.09], [-0.19, 0.23, 0.14], [0.38, 0.09, -0.11], [0.12, -0.13, 0.15]],
  "lowdin_charge": [-0.055, -0.374, -0.058, -0.121, -0.028, -0.036, -0.021, -0.131, -0.377, -0.064, -0.048, -0.069, 0.018, 0.219, -0.008, -0.081, -0.125, -0.379, -0.053, -0.050, -0.013, -0.039, -0.021, -0.120, -0.370, -0.049, -0.054, -0.159, 0.028, -0.118, -0.014, 0.075, 0.085, 0.085, 0.108, 0.085, 0.081, 0.080, 0.117, 0.115, 0.114, 0.105, 0.093, 0.082, 0.079, 0.049, 0.096, 0.084, 0.111, 0.087, 0.081, 0.085, 0.063, 0.086, 0.090, 0.122, 0.113, 0.117, 0.102, 0.058, 0.085, 0.090, 0.091, 0.079, 0.082, 0.072, 0.082, 0.079, 0.057, 0.087, -0.048, -0.253, 0.016, -0.185, -0.021, -0.145, 0.071, -0.099, -0.370, -0.116, -0.125, -0.197, -0.046, -0.079, -0.083, -0.074, -0.035, 0.020, -0.024, -0.002, -0.004, 0.011, -0.186, -0.031, 0.011, 0.076, 0.089, 0.090, 0.128, 0.089, 0.082, 0.088, 0.115, 0.112, 0.120, 0.107, 0.109, 0.105, 0.096, 0.100, 0.105, 0.086, 0.129, 0.144, 0.089, 0.081, 0.056, 0.119],
  "max_force_ev_per_a": 3.269,
  "e_homo_ev": -8.8,
  "charge": 1,
  "e_tot_ha": -2291.157904,
  "gap_ev": 6.12,
  "e_above_lowest_kcal_mol": 0.0
}

=====

{
  "formula": "C2H4BrNO2",
  "method": "wB97M-V/def2-TZVPD",
  "symbols": ["C", "C", "N", "O", "O", "Br", "H", "H", "H", "H"],
  "xyz": [[3.300265, -1.432013, -0.289788], [0.661578, 0.211273, 0.974171], [-0.048947, -0.218628, -0.235179], [2.311244, -1.606696, -0.831514], [4.307917, -1.392863, 0.252366], [2.248446, 1.433297, 0.217350], [-0.073093, 0.928248, 1.514203], [-0.983139, -0.483076, 0.006823], [0.224603, 0.234037, -1.011714], [0.414976, -1.104496, -0.463993]],
  "forces_ev_per_a": [[1.30, -0.33, 0.98], [0.49, 1.83, 2.61], [0.92, -3.99, 2.26], [-2.19, -0.33, -1.49], [0.98, 0.37, 0.43], [-1.40, -0.46, 0.46], [1.42, -0.56, -1.15], [-1.03, 0.59, -0.54], [-0.28, 3.22, -3.81], [-0.21, -0.34, 0.24]],
  "nbo_charge": [1.065, -0.456, -0.737, -0.579, -0.488, -0.228, 0.152, 0.425, 0.415, 0.431],
  "max_force_ev_per_a": 4.996,
  "e_homo_ev": -7.6,
  "e_tot_ha": -2857.771308,
  "gap_ev": 7.86,
  "e_above_lowest_kcal_mol": 55.6
}

=====

{
  "formula": "C17H14BrN2O2PtS",
  "method": "wB97M-V/def2-TZVPD",
  "symbols": ["Pt", "O", "C", "C", "C", "C", "C", "C", "C", "O", "N", "N", "C", "C", "Br", "C", "C", "C", "C", "C", "C", "C", "H", "H", "H", "H", "H", "H", "H", "H", "H", "H", "H", "H", "H", "H", "S", "C"],
  "xyz": [[-0.495395, -2.628633, -1.113866], [2.996054, -2.838089, 0.908560], [3.799234, -1.888727, 0.374898], [5.033793, -1.647793, 0.969542], [5.870076, -0.670080, 0.458585], [5.499274, 0.070002, -0.657686], [4.267129, -0.168119, -1.244418], [3.405920, -1.134482, -0.738551], [2.005041, -1.259059, -1.286774], [1.522667, -2.572512, -1.255513], [1.148336, -0.364020, -0.484897], [-0.160690, -0.642415, -0.486666], [-0.809161, -0.256592, 0.702003], [-2.098665, -0.040121, 0.781146], [-2.875220, -2.490185, -1.543915], [-3.359287, 0.259073, 0.879555], [-3.888189, 1.629085, 0.692334], [-5.016672, 2.026526, 1.403585], [-5.475661, 3.332380, 1.319521], [-4.821675, 4.248657, 0.508705], [-3.710816, 3.850407, -0.224249], [-3.244911, 2.549085, -0.132298], [2.285284, -2.998001, 0.244361], [5.316453, -2.241554, 1.828963], [6.827539, -0.490806, 0.931545], [6.156969, 0.829555, -1.057785], [3.954238, 0.406670, -2.109360], [1.985031, -0.873201, -2.313160], [1.531847, -0.081607, 0.413047], [-0.187541, -0.136515, 1.587221], [-4.072617, -0.522228, 1.127033], [-5.529235, 1.311385, 2.035987], [-6.347365, 3.633345, 1.886131], [-5.182664, 5.266413, 0.438156], [-3.207709, 4.555204, -0.873902], [-2.390095, 2.229971, -0.716215], [-0.262911, -5.807177, -1.935346], [-0.468395, -4.445850, -1.316280]],
  "forces_ev_per_a": [[0.05, 0.20, 0.31], [-0.03, 0.04, -0.04], [-0.03, 0.00, -0.02], [0.04, 0.00, -0.02], [0.01, -0.04, 0.00], [-0.02, 0.03, -0.01], [0.02, -0.04, -0.02], [-0.04, 0.07, 0.14], [0.02, -0.03, -0.33], [0.21, 0.15, 0.62], [0.00, -0.12, 0.13], [0.00, -0.18, 0.38], [0.03, 0.17, -0.26], [-0.13, 0.09, -0.14], [-0.14, -0.10, 0.26], [-0.09, 0.04, 0.01], [0.09, 0.01, 0.11], [-0.04, 0.00, -0.02], [-0.02, -0.01, -0.03], [0.01, -0.02, -0.02], [0.00, -0.01, 0.00], [-0.02, -0.01, -0.03], [0.05, -0.03, 0.02], [0.00, 0.01, 0.00], [-0.01, 0.00, -0.01], [0.00, -0.02, 0.00], [0.01, 0.01, 0.01], [-0.08, -0.02, -0.04], [0.03, 0.09, -0.02], [0.09, 0.01, -0.05], [0.05, -0.03, 0.02], [0.01, 0.00, 0.01], [0.00, 0.00, 0.00], [0.00, 0.00, 0.00], [-0.01, 0.00, 0.01], [0.02, 0.02, 0.03], [-0.04, -0.71, 0.45], [-0.01, 0.45, -1.45]],
  "nbo_charge": [0.759, -0.704, 0.399, -0.296, -0.177, -0.257, -0.164, -0.194, 0.220, -0.812, -0.349, -0.291, -0.162, 0.140, -0.462, -0.267, 0.031, -0.223, -0.205, -0.213, -0.192, -0.226, 0.507, 0.224, 0.215, 0.216, 0.212, 0.173, 0.379, 0.209, 0.246, 0.213, 0.215, 0.215, 0.214, 0.219, 0.334, -0.144],
  "s2": 0.76,
  "max_force_ev_per_a": 1.516,
  "e_homo_ev": [-8.3, -8.6],
  "e_tot_ha": -4007.615159,
  "gap_ev": [7.27, 7.23],
  "multiplicity": 2,
  "e_above_lowest_kcal_mol": 0.1
}